No. 1
Below is an isolated ion of composition C2H6NO3 and charge -1 in a non-equilibrium geometry, with properties calculated with the ωB97M-V functional and the def2-TZVPD basis.

Geometry as ORCA input:
```
! RIJCOSX wB97M-V def2-TZVPD def2/J DEFGRID3
* xyz -1 1
C 0.75 -1.18 0.40
N 0.53 0.20 0.52
O 1.43 0.98 -0.67
C -0.90 0.68 0.28
O -0.94 1.93 -0.02
O -1.51 -0.25 -0.67
H 0.33 -1.66 -0.50
H 1.86 -1.43 0.43
H 0.19 -1.64 1.18
H 0.91 1.80 -0.73
H -1.35 0.43 1.32
H -1.30 0.14 -1.55
*
```

Gap between HOMO and LUMO (eV): 8.062
Lowest unoccupied orbital energy (eV): 4.3

No. 2
Below is C2H6NO4S as an isolated structure in a non-equilibrium geometry, with properties calculated with the ωB97M-V functional and the def2-TZVPD basis.

Geometry as ORCA input:
```
! RIJCOSX wB97M-V def2-TZVPD def2/J DEFGRID3
* xyz -1 1
C 0.57 0.33 0.61
C -0.43 1.31 1.11
N 1.49 0.80 -0.38
O 1.28 -2.10 0.23
O -0.74 -1.58 1.60
O -1.36 -1.71 -2.24
O -0.67 -0.90 -0.82
S 0.11 -1.30 0.48
H -1.15 1.80 0.39
H -1.09 0.84 1.99
H 0.08 2.24 1.59
H 1.02 1.20 -1.20
H 1.93 -0.02 -0.65
H -1.04 -0.91 -2.69
*
```

Gap between HOMO and LUMO (alpha / beta) (eV): 6.365 / 6.356
Lowest unoccupied orbital energy (alpha / beta) (eV): 3.5 / 3.5

No. 3
Below is one molecule with the formula C2H6NOPS in a non-equilibrium geometry, with properties calculated with the ωB97M-V functional and the def2-TZVPD basis.

Geometry as ORCA input:
```
! RIJCOSX wB97M-V def2-TZVPD def2/J DEFGRID3
* xyz 0 1
C -1.07 -1.24 0.74
P 0.57 -0.13 1.03
S 1.40 -1.35 -0.50
C -0.19 1.11 -0.31
N 1.06 1.66 -0.71
O 1.29 2.73 -0.22
H -0.78 -2.29 0.51
H -1.74 -1.32 1.50
H -1.67 -0.93 -0.21
H 2.59 -0.72 -0.44
H -0.58 0.49 -1.11
H -0.88 2.00 -0.29
*
```

Gap between HOMO and LUMO (eV): 8.710
Lowest unoccupied orbital energy (eV): -0.1

Copy entry 1 word for word.
Below is an isolated ion of composition C2H6NO3 and charge -1 in a non-equilibrium geometry, with properties calculated with the ωB97M-V functional and the def2-TZVPD basis.

Geometry as ORCA input:
```
! RIJCOSX wB97M-V def2-TZVPD def2/J DEFGRID3
* xyz -1 1
C 0.75 -1.18 0.40
N 0.53 0.20 0.52
O 1.43 0.98 -0.67
C -0.90 0.68 0.28
O -0.94 1.93 -0.02
O -1.51 -0.25 -0.67
H 0.33 -1.66 -0.50
H 1.86 -1.43 0.43
H 0.19 -1.64 1.18
H 0.91 1.80 -0.73
H -1.35 0.43 1.32
H -1.30 0.14 -1.55
*
```

Gap between HOMO and LUMO (eV): 8.062
Lowest unoccupied orbital energy (eV): 4.3

Please write out number 2 again, unchanged.
Below is C2H6NO4S as an isolated structure in a non-equilibrium geometry, with properties calculated with the ωB97M-V functional and the def2-TZVPD basis.

Geometry as ORCA input:
```
! RIJCOSX wB97M-V def2-TZVPD def2/J DEFGRID3
* xyz -1 1
C 0.57 0.33 0.61
C -0.43 1.31 1.11
N 1.49 0.80 -0.38
O 1.28 -2.10 0.23
O -0.74 -1.58 1.60
O -1.36 -1.71 -2.24
O -0.67 -0.90 -0.82
S 0.11 -1.30 0.48
H -1.15 1.80 0.39
H -1.09 0.84 1.99
H 0.08 2.24 1.59
H 1.02 1.20 -1.20
H 1.93 -0.02 -0.65
H -1.04 -0.91 -2.69
*
```

Gap between HOMO and LUMO (alpha / beta) (eV): 6.365 / 6.356
Lowest unoccupied orbital energy (alpha / beta) (eV): 3.5 / 3.5